1.
Below is a structure of composition C14H38O7, with properties calculated with wB97M-V/def2-TZVPD.

total energy	-1082.4954	Ha
total charge	0
HOMO level	-8.77	eV
HOMO-LUMO gap	0.3316	hartree

Positions of all 59 atoms, in Å:
C  -0.8134  2.5534  -3.4949
C  0.3848  1.7453  -3.0877
C  -0.4005  0.6489  -2.3409
O  -1.5419  0.4167  -3.0436
C  -1.9426  1.5564  -3.8600
H  -0.5823  3.1644  -4.3675
H  -1.1029  3.2762  -2.7321
H  1.0735  2.2604  -2.4179
H  0.9455  1.3704  -3.9439
H  -0.8471  0.9897  -1.4069
H  0.1679  -0.2711  -2.2042
H  -2.9241  1.8701  -3.5045
H  -2.0089  1.2211  -4.8951
C  0.8271  -1.0714  4.0740
C  -0.3672  -1.9428  3.5956
C  -0.6895  -1.2694  2.3079
O  0.2090  -0.1892  2.0830
C  1.3587  -0.4819  2.8033
H  1.5490  -1.6518  4.6485
H  0.4807  -0.3323  4.7964
H  -1.1387  -1.8930  4.3640
H  -0.0433  -2.9401  3.2980
H  -1.7123  -0.8931  2.2910
H  -0.6454  -1.9416  1.4509
H  1.8067  0.4720  3.0814
H  2.0858  -1.1163  2.2965
O  0.4463  -2.1927  -1.3355
H  0.3812  -1.4639  -0.7183
H  0.2442  -2.9687  -0.8126
O  0.3736  -0.4472  0.0412
H  -0.2678  0.2610  -0.0173
H  0.6479  -0.4472  0.9583
O  -0.4980  1.4233  0.3281
H  0.2947  1.7017  -0.1306
H  -0.8689  2.2329  0.6791
C  3.8747  0.5196  0.5397
C  3.9653  -0.9670  0.2776
C  2.5987  -1.6251  -0.0202
O  4.8406  -1.1652  -0.8260
H  3.8821  1.2256  -0.2908
H  4.7973  0.8069  1.0441
H  2.9855  0.7143  1.1392
H  4.3533  -1.3504  1.2213
H  2.1256  -1.4456  -0.9857
H  1.9007  -1.2598  0.7331
H  2.6191  -2.6984  0.1687
H  4.3535  -0.9062  -1.6117
C  -2.4590  0.0781  -1.0840
C  -3.4816  0.1742  -0.0080
C  -2.9380  0.7954  1.2767
O  -4.5985  0.9193  -0.3732
H  -2.0514  1.0466  -1.3737
H  -2.6527  -0.4963  -1.9899
H  -1.6116  -0.3727  -0.5674
H  -3.8481  -0.8393  0.1548
H  -2.0850  0.2498  1.6803
H  -3.7237  0.7187  2.0283
H  -2.6405  1.8286  1.0976
H  -5.0880  0.3988  -1.0144

Cartesian forces (eV/Å) of the 6 atoms listed first:
-0.4 1.6 -2.0
-0.7 -0.8 0.8
2.6 0.4 -0.6
-0.3 -0.4 -5.5
1.4 -0.6 1.8
0.0 0.2 -0.1

2.
Below is an isolated molecule of C4H6N2S, with properties calculated with wB97M-V/def2-TZVPD.

total energy	-663.6177	Ha
total charge	0
HOMO level	-9.04	eV
energy relative to the best compared isomer or geometry (same formula, charge and spin)	69.5	kcal per mole
SMILES	CC1=NN=CCS1
HOMO-LUMO gap	0.3558	hartree

Positions of all 13 atoms, in Å:
C  2.5141  0.2072  0.0107
C  1.0173  0.2066  0.1377
N  0.3585  1.2795  0.1565
N  -1.0281  1.5037  -0.2359
C  -1.8518  0.6133  -0.0366
C  -1.5272  -0.8155  0.3271
S  0.1244  -1.2623  -0.1942
H  2.8639  -0.1689  -0.8829
H  2.6849  1.3599  0.1125
H  2.8318  -0.2241  0.9701
H  -2.7659  0.8014  -0.4730
H  -2.3230  -1.5420  -0.0301
H  -1.5106  -0.7814  1.3329

Cartesian forces (eV/Å) of the 6 atoms listed first:
-1.6 3.6 4.1
-2.0 -0.7 -2.1
-0.4 2.7 0.4
3.5 1.3 0.6
0.3 -2.9 -0.9
-0.9 0.4 -2.2